Entry 1:
The following is a quantum chemistry calculation of a molecular structure, C4H11N2O in a non-equilibrium geometry, from the OMol25 dataset.

The geometry in XYZ format:
```
18
Properties=species:S:1:pos:R:3:mulliken_spin:R:1
C -1.843 0.181 0.282 0.70
C -0.147 -0.962 -1.622 0.01
C 1.333 1.670 0.703 0.01
C 0.049 -0.216 -0.364 0.75
N -2.489 -0.902 0.611 0.03
N 0.480 1.181 -0.399 0.00
O -1.974 1.386 0.321 0.32
H 0.794 -1.223 -2.282 0.06
H -0.802 -0.383 -2.251 0.01
H -0.579 -1.864 -1.424 0.01
H 0.835 1.183 1.520 0.00
H 2.363 1.308 0.596 0.00
H 1.234 2.721 0.840 0.00
H 0.362 -0.802 0.571 0.00
H -2.057 -1.731 0.214 0.01
H -3.311 -0.991 1.182 0.04
H -0.502 1.739 -0.326 0.02
H 0.984 1.454 -1.316 0.01
```

Computed properties:
E_HOMO (spin up / spin down)   -9.38 / -15.44 eV
Charge   +1
Expectation value of S²   2.01
Energy above the lowest of the compared OMol25 structures with the same formula, charge and spin   29.9 kcal per mole
Multiplicity   3



Entry 2:
The following is a quantum chemistry calculation of a gas-phase ion, C4H11N2O (charge +2) in a non-equilibrium geometry, from the OMol25 dataset.

The geometry in XYZ format:
```
18
Properties=species:S:1:pos:R:3:mulliken_spin:R:1
O 1.237 1.575 0.834 0.21
C 1.117 0.515 0.304 -0.05
N 2.232 0.037 -0.477 0.73
C 2.083 -0.553 -1.741 0.04
C -0.225 -0.193 0.195 -0.01
N -1.190 0.409 1.164 0.00
C -2.610 -0.085 0.965 0.00
H 3.039 0.659 -0.318 -0.03
H 3.015 -0.688 -2.289 0.00
H 1.396 0.059 -2.343 0.08
H 1.653 -1.543 -1.725 0.04
H -0.190 -1.264 0.391 0.00
H -0.644 -0.073 -0.806 -0.01
H -0.809 0.395 2.116 0.00
H -1.274 1.421 1.006 0.00
H -3.079 -0.104 1.928 0.00
H -3.071 0.539 0.207 0.00
H -2.680 -1.106 0.587 0.00
```

Computed properties:
E_HOMO (spin up / spin down)   -21.35 / -21.14 eV
Charge   +2
Expectation value of S²   0.76
Energy above the lowest of the compared OMol25 structures with the same formula, charge and spin   23.9 kcal per mole
Multiplicity   2



Entry 3:
The following is a quantum chemistry calculation of a gas-phase ion, C4H11N2O (charge +2) in a non-equilibrium geometry, from the OMol25 dataset.

The geometry in XYZ format:
```
18
Properties=species:S:1:pos:R:3:mulliken_spin:R:1
O 1.956 0.785 0.137 0.34
C 0.962 0.517 -0.513 -0.09
N 1.200 0.087 -1.805 0.66
C 0.229 -0.228 -2.799 0.04
C -0.353 0.421 0.271 -0.03
N -0.058 -0.390 1.513 0.00
C -1.072 -0.125 2.631 0.00
H 2.175 0.217 -2.116 -0.03
H 0.576 -1.066 -3.414 0.04
H 0.099 0.622 -3.486 0.08
H -0.719 -0.480 -2.361 0.01
H -1.171 -0.008 -0.309 0.00
H -0.609 1.433 0.558 -0.01
H -0.208 -1.368 1.252 0.00
H 0.872 -0.068 1.788 0.00
H -1.157 -1.029 3.233 0.00
H -0.693 0.641 3.279 0.00
H -2.029 0.039 2.140 0.00
```

Computed properties:
E_HOMO (spin up / spin down)   -21.41 / -21.11 eV
Charge   +2
Expectation value of S²   0.78
Energy above the lowest of the compared OMol25 structures with the same formula, charge and spin   26.2 kcal per mole
Multiplicity   2



Entry 4:
The following is a quantum chemistry calculation of a gas-phase ion, C4H11N2O (charge +2) in a non-equilibrium geometry, from the OMol25 dataset.

The geometry in XYZ format:
```
18
Properties=species:S:1:pos:R:3:mulliken_spin:R:1
C 2.042 -0.755 0.246 0.00
C 0.864 0.091 -0.223 0.00
C -0.362 -0.087 0.701 0.04
C -1.596 0.720 0.317 -0.07
N -2.663 0.752 1.182 0.31
O -1.731 1.332 -0.735 0.73
N 0.555 -0.271 -1.668 0.01
H 2.931 -0.467 -0.322 0.00
H 1.873 -1.811 0.028 0.00
H 2.195 -0.562 1.305 0.00
H 1.087 1.148 -0.237 0.00
H -0.670 -1.128 0.696 0.00
H -0.135 0.171 1.739 -0.01
H -2.523 0.545 2.176 -0.01
H -3.458 1.340 0.921 -0.01
H 0.463 -1.278 -1.824 0.00
H 1.370 0.044 -2.211 0.00
H -0.242 0.214 -2.093 0.00
```

Computed properties:
E_HOMO (spin up / spin down)   -21.28 / -21.06 eV
Charge   +2
Expectation value of S²   0.76
Energy above the lowest of the compared OMol25 structures with the same formula, charge and spin   6.8 kcal per mole
Multiplicity   2



Entry 5:
The following is a quantum chemistry calculation of 2 unconnected molecules or ions with the total composition C4H11N2O2 in a non-equilibrium geometry, from the OMol25 dataset.

The geometry in XYZ format:
```
19
Properties=species:S:1:pos:R:3:mulliken_charge:R:1
C 0.949 -0.345 -0.133 0.66
C 0.173 0.319 0.894 0.87
C 1.063 -0.093 -1.644 -1.41
C -1.028 -1.782 1.069 -0.77
N -0.425 -0.710 0.314 -0.18
N -0.584 2.038 0.159 -0.70
O 1.892 -1.176 0.397 -0.55
O 0.272 0.780 2.104 -0.51
H 2.144 0.011 -1.977 0.41
H 0.442 0.726 -1.858 0.33
H 0.851 -0.977 -2.395 0.32
H -2.019 -1.951 0.577 0.30
H -0.298 -2.688 1.053 0.30
H -1.269 -1.334 2.064 0.30
H -0.240 2.561 -0.680 0.28
H -0.686 2.603 1.005 0.27
H -1.405 1.658 -0.285 0.32
H 2.479 -1.713 -0.264 0.38
H 0.923 1.333 2.451 0.37
```

Computed properties:
E_HOMO   -14.03 eV
Charge   +1
Energy above the lowest of the compared OMol25 structures with the same formula, charge and spin   99.8 kcal per mole



Entry 6:
The following is a quantum chemistry calculation of a gas-phase ion, C4H11N2O3 (charge +1) in a non-equilibrium geometry, from the OMol25 dataset.

The geometry in XYZ format:
```
20
Properties=species:S:1:pos:R:3:mulliken_charge:R:1
N 0.415 1.132 0.930 -0.13
C 1.147 -0.159 0.779 -0.14
C 0.195 -1.275 0.296 -0.65
C -0.785 -0.751 -0.818 -0.70
N -1.857 -0.029 -0.166 -0.45
O -2.287 1.149 -0.794 -0.33
C 2.375 -0.088 -0.218 0.38
O 3.042 -0.984 -0.585 -0.44
O 2.575 1.246 -0.627 -0.53
H 0.763 1.857 0.269 0.35
H 0.444 1.536 1.814 0.37
H -0.604 0.837 0.818 0.38
H 1.744 -0.364 1.678 0.34
H 0.867 -2.222 -0.104 0.36
H -0.457 -1.634 1.135 0.36
H -0.218 0.085 -1.433 0.34
H -1.157 -1.355 -1.623 0.50
H -2.726 -0.659 0.095 0.27
H -2.327 0.898 -1.687 0.34
H 3.300 1.265 -1.300 0.38
```

Computed properties:
E_HOMO   -14.00 eV
Charge   +1
SMILES string   [NH3+][C@@H](CCNO)C(=O)O
Energy above the lowest of the compared OMol25 structures with the same formula, charge and spin   68.0 kcal per mole



Entry 7:
The following is a quantum chemistry calculation of 2 unconnected molecules or ions with the total composition C4H11N2OS in a non-equilibrium geometry, from the OMol25 dataset.

The geometry in XYZ format:
```
19
Properties=species:S:1:pos:R:3:mulliken_charge:R:1
C 2.091 -0.155 0.283 0.00
C -0.974 1.322 -0.142 -0.73
C -1.392 -0.648 -1.684 -1.54
C -1.212 0.067 -0.453 0.56
N 1.152 -0.355 1.112 -0.39
N -1.468 -0.758 0.718 -0.21
O 0.812 0.518 2.066 -0.39
S 3.251 1.196 0.216 -0.19
H 2.072 -0.893 -0.586 0.35
H -0.684 1.474 0.881 0.39
H -0.475 2.008 -0.871 0.32
H -0.983 -1.674 -1.538 0.36
H -0.985 -0.360 -2.645 0.37
H -2.358 -0.699 -2.075 0.37
H -0.486 -0.873 1.284 0.42
H -1.830 -1.687 0.587 0.39
H -2.218 -0.231 1.256 0.40
H 4.021 0.831 -0.950 0.21
H 1.667 0.916 2.543 0.32
```

Computed properties:
E_HOMO   -13.22 eV
Charge   +1
Energy above the lowest of the compared OMol25 structures with the same formula, charge and spin   109.5 kcal per mole